The following is a DFT calculation (wB97M-V/def2-TZVPD) of C23H29N3O5S in the gas phase in a non-equilibrium geometry.

Computed properties:
**SMILES**: CCOC(=O)N1CCN(C(=O)c2ccc(N(Cc3ccc(C)cc3)S(C)(=O)=O)cc2)CC1
**HOMO-LUMO gap**: 9.16 eV
**Max |F|**: 1.1 eV/Å
**Molecular weight**: 459.6 g/mol
**LUMO level**: 0.456 eV
**Calculated total energy**: -1832.5300 a.u.

Last column: Löwdin charge in e.
CARTESIAN COORDINATES (ANGSTROEM)
1 H 8.315277 0.314317 1.248157  0.12
2 C 8.141060 -1.825923 1.564075  -0.06
3 S -4.452774 -1.778509 -1.851527  0.64
4 H -2.227313 -1.493571 -3.269301  0.09
5 H 8.532337 -2.100907 0.587436  0.08
6 C 4.729503 -0.068982 -1.456356  -0.10
7 H 0.162827 -1.029753 -3.584183  0.13
8 H -0.081627 2.162529 -0.766868  0.13
9 C -4.492960 2.447206 2.243646  -0.04
10 C 2.223585 0.290874 -0.099738  -0.11
11 C 0.218453 0.570654 -2.170179  -0.16
12 H -5.310866 -0.671078 3.213288  0.11
13 C 1.650344 0.888488 -2.449737  -0.42
14 H 2.729351 -1.722708 -0.710656  0.13
15 O 6.551248 -0.299533 0.516982  -0.01
16 H -5.364450 -0.988473 0.770368  0.09
17 C -4.782198 1.014636 0.328162  -0.22
18 H -5.781587 0.452514 -1.467903  0.12
19 C -4.768428 1.395268 3.106722  -0.28
20 H 4.209916 1.938743 -0.837063  0.13
21 H 3.995945 1.631964 -2.586563  0.12
22 H 7.369959 -2.536722 1.850475  0.07
23 H 7.121013 -0.166040 2.493728  0.12
24 N 2.489065 0.907370 -1.378322  -0.05
25 H 8.944755 -1.864183 2.293709  0.08
26 H -2.409580 -2.746944 -1.081809  0.06
27 H -5.798586 1.760426 4.936676  0.09
28 C -1.751652 -0.716412 -2.695694  -0.02
29 C -1.887941 1.088609 -1.120165  0.01
30 C -4.499007 2.260517 0.872602  -0.05
31 C -5.085404 -0.033565 1.188651  -0.03
32 C -5.071970 0.154346 2.557818  -0.03
33 H 2.954548 -1.415347 1.036059  0.13
34 H 5.791074 0.158030 -1.527832  0.13
35 H -4.182962 2.462831 4.870680  0.08
36 C -0.542175 1.343563 -1.300373  -0.02
37 C 7.556366 -0.421666 1.522310  -0.22
38 H -3.497898 -2.314679 0.266401  0.06
39 O 2.033539 1.161683 -3.572144  0.08
40 C -2.514408 0.048606 -1.810124  -0.24
41 N -3.868369 -0.221520 -1.634988  -0.17
42 H -3.826489 -3.762221 -0.720517  0.07
43 C 3.891213 1.207304 -1.587110  -0.11
44 C -4.777547 1.596650 4.590995  -0.05
45 O -5.805460 -1.791488 -1.385350  -0.29
46 H -4.292375 3.098905 0.220923  0.11
47 C 3.058344 -0.991667 0.036397  -0.10
48 H -4.388699 0.719407 5.103421  0.08
49 H -2.449505 1.697772 -0.432975  0.09
50 H 1.164332 0.054026 -0.007366  0.12
51 N 4.455793 -0.697273 -0.182981  -0.04
52 C -3.428507 -2.755371 -0.719275  -0.09
53 O 5.027633 -1.156010 1.956747  0.09
54 H 2.506918 0.989872 0.695519  0.14
55 O -4.217261 -2.243479 -3.184297  -0.29
56 C -4.790387 0.798504 -1.165412  -0.13
57 H -4.568401 1.733508 -1.688878  0.14
58 H -4.271865 3.424917 2.647404  0.11
59 H 4.451999 -0.765981 -2.255067  0.14
60 C 5.321871 -0.745020 0.858187  -0.54
61 C -0.409613 -0.449013 -2.876785  0.00

Cartesian forces, eV/Å:
-0.1 -0.1 0.1
-0.3 0.3 -0.1
0.4 -0.4 0.3
0.1 0.0 -0.1
0.1 0.0 -0.1
0.1 0.3 -0.2
0.0 0.0 -0.1
0.0 0.1 0.1
0.0 0.0 0.1
0.0 -0.5 0.2
-0.3 0.0 -0.1
0.0 -0.1 0.1
0.0 0.1 0.1
0.0 0.0 0.0
-0.2 0.0 -0.2
0.0 -0.1 0.0
0.0 0.2 0.1
0.1 0.3 0.0
0.0 0.0 0.0
0.0 0.0 0.0
0.0 0.0 0.2
0.0 -0.1 0.0
0.1 0.0 -0.2
0.1 0.2 0.1
0.1 0.0 0.1
0.2 0.0 0.0
0.0 0.0 0.1
0.1 0.1 -0.1
-0.2 0.0 0.0
-0.1 -0.1 -0.1
0.0 0.0 0.0
0.0 0.0 0.0
0.0 0.0 -0.2
-0.1 0.0 -0.1
0.0 0.0 0.1
0.1 -0.1 -0.2
0.3 -0.1 0.5
0.0 0.1 0.2
-0.1 -0.1 -0.3
0.9 0.0 -0.2
-0.7 -0.8 -0.1
-0.1 -0.1 -0.1
0.3 0.0 -0.4
-0.1 0.0 0.0
-0.1 0.2 0.3
0.1 0.1 -0.1
-0.2 0.1 0.4
0.0 0.0 0.1
0.0 0.0 0.1
0.1 0.0 0.1
0.0 0.0 -0.1
-0.4 0.5 -0.5
0.1 -0.1 0.4
-0.1 -0.1 0.0
0.2 0.0 -0.1
-0.5 0.1 0.1
0.0 -0.1 0.0
0.0 0.1 0.1
0.0 0.1 0.0
0.0 0.0 -0.1
0.2 0.1 0.2

The following is a DFT calculation (wB97M-V/def2-TZVPD) of 2 unconnected molecules or ions with the total composition C3H11N2S in a non-equilibrium geometry.

Computed properties:
**Net charge**: +1
**HOMO-LUMO gap**: 7.98 eV
**Max |F|**: 1.7 eV/Å
**Molecular weight**: 107.2 g/mol
**LUMO level**: -4.219 eV
**Calculated total energy**: -628.3353 a.u.

Last column: Löwdin charge in e.
CARTESIAN COORDINATES (ANGSTROEM)
1 C 2.556188 2.129340 -0.707925  -0.15
2 N -1.659493 -1.536941 -0.878454  0.20
3 S -0.091907 1.909748 0.392022  0.68
4 H 3.206981 1.242029 -0.696665  0.08
5 H -1.670476 -0.689712 -0.298249  0.10
6 C -1.801925 -2.612356 -0.151267  -0.15
7 N -2.421769 -2.575002 1.018305  0.20
8 H 1.968079 1.550335 1.422396  0.06
9 H -2.944537 -1.727811 1.192772  0.14
10 H -1.175878 -1.569649 -1.762468  0.15
11 H 3.106726 3.005955 -1.036458  0.08
12 H -1.474047 -3.580472 -0.518932  0.17
13 C 1.722446 2.160655 0.560429  -0.58
14 H -0.260473 0.557714 0.357259  -0.21
15 H -2.518097 -3.379518 1.615803  0.14
16 H 1.626734 3.158658 1.000369  0.05
17 H 1.831455 1.957022 -1.508943  0.05

Cartesian forces, eV/Å:
-0.6 -1.5 -0.6
0.3 0.2 1.2
-0.5 -0.3 -0.3
0.0 0.4 -0.1
-0.1 0.1 -1.2
-0.7 -1.0 0.5
0.4 0.5 -1.2
0.7 -0.3 -0.3
0.0 -0.1 0.7
0.0 0.2 0.0
0.1 0.2 0.7
0.1 0.1 0.0
-1.0 0.9 0.9
0.6 0.4 0.1
-0.1 0.0 0.0
0.4 0.1 -0.2
0.2 0.0 -0.2

The following is a DFT calculation (wB97M-V/def2-TZVPD) of a molecular structure, C17H29CoN5O4.

Computed properties:
**Net charge**: +1
**HOMO-LUMO gap (alpha / beta)**: 5.03 / 4.92 eV
**Max |F|**: 0.8 eV/Å
**Molecular weight**: 426.4 g/mol
**LUMO level (alpha / beta)**: -5.394 / -5.499 eV
**Calculated total energy**: -2622.4772 a.u.

Last column: Löwdin charge in e.
CARTESIAN COORDINATES (ANGSTROEM)
1 H -3.789077 -2.852793 0.738484  0.15
2 H 1.727224 3.959967 1.112732  0.12
3 H -3.212022 0.551032 1.993581  0.10
4 C 0.033048 -0.735876 4.436526  -0.17
5 H -2.786533 1.870119 3.079891  0.10
6 H 2.842498 0.795653 1.790745  0.11
7 C 1.184593 0.167536 4.868657  -0.05
8 N 1.966124 -0.137387 0.134783  0.00
9 H -1.272893 1.219057 6.472913  0.07
10 H 2.055832 -1.032675 0.619425  0.11
11 H 3.948317 0.484574 0.462891  0.13
12 C -2.409745 1.234594 2.282802  0.04
13 C -2.260598 -1.486515 0.211402  -0.16
14 H 0.657602 -0.031003 2.338325  0.06
15 H -2.033795 2.257704 5.264073  0.08
16 H -0.764467 1.900041 -1.492657  0.09
17 H -2.162237 1.867736 1.433625  0.07
18 N -0.149591 0.405652 1.903078  0.09
19 H 0.819055 1.653435 -1.608795  0.11
20 C -2.275308 0.134602 4.883136  -0.17
21 H -0.296792 -1.338528 5.281278  0.13
22 C 2.942040 0.833829 0.704069  -0.19
23 O 0.052382 -1.749181 0.381852  -0.11
24 H 3.634298 2.818889 0.576675  0.12
25 H 0.342312 -1.448955 3.663722  0.13
26 N -1.889520 -0.255953 -0.220930  0.00
27 H 1.497924 0.850485 4.078031  0.06
28 C -2.135765 1.323671 5.817521  -0.05
29 C 2.757485 2.271040 0.232028  -0.17
30 H -3.199731 0.183078 4.312380  0.12
31 H -0.568015 3.377648 0.288434  0.12
32 C -4.194585 0.312446 -0.421627  0.03
33 N 0.072257 1.790184 -0.923840  0.00
34 C 0.346165 3.076539 -0.224183  -0.19
35 H 0.903960 0.775512 5.725247  0.07
36 H 2.252494 -0.365740 -0.820858  0.13
37 C -4.572571 -0.918465 0.128281  -0.06
38 H -2.574321 1.591032 -0.909405  0.11
39 C -3.562891 -1.861819 0.373060  0.11
40 O -1.202885 -3.505885 0.906262  0.17
41 H 2.813473 2.319612 -0.860825  0.12
42 C -6.000881 -1.153581 0.579183  -0.73
43 C -1.105513 -2.378932 0.539035  -0.52
44 Co -0.033665 0.027705 0.055238  0.64
45 H -2.318319 -0.795608 5.449397  0.13
46 H -4.943088 1.054735 -0.657317  0.14
47 H 1.136763 2.406082 1.642711  0.08
48 O -6.164789 -0.556206 1.661009  0.02
49 C 1.490147 2.951985 0.771008  -0.18
50 H 0.569850 3.835052 -0.976941  0.13
51 H 2.041178 -0.439515 5.153914  0.09
52 C -2.866715 0.607084 -0.570151  -0.12
53 H -3.021314 1.398534 6.444301  0.09
54 N -1.144193 -0.004222 3.950365  -0.04
55 C -1.184226 0.498350 2.726639  -0.32
56 O -6.662672 -1.936153 -0.091781  0.05

Cartesian forces, eV/Å:
0.0 -0.1 0.0
0.0 0.0 0.0
0.0 0.0 0.1
0.0 -0.1 0.0
0.0 0.0 0.0
0.0 0.0 0.0
-0.1 0.0 0.0
0.0 0.0 -0.2
0.0 0.0 0.0
0.0 0.0 0.0
0.0 0.0 0.0
0.1 0.1 0.0
0.0 0.0 0.0
-0.2 -0.1 -0.1
0.0 0.0 0.0
0.0 0.0 0.0
0.0 -0.1 0.1
0.6 0.1 -0.1
-0.1 0.0 0.1
-0.1 0.0 0.1
0.0 0.0 0.0
0.0 0.1 0.0
0.5 0.2 0.0
0.0 0.0 0.0
0.0 0.0 0.0
-0.2 0.1 -0.1
0.0 0.0 0.0
0.0 0.0 0.0
0.0 -0.1 0.0
0.0 0.0 0.0
0.0 0.0 0.0
0.2 -0.1 -0.1
0.0 -0.1 0.0
0.1 0.0 0.1
0.0 0.0 0.0
0.0 0.1 0.1
-0.1 0.2 -0.1
0.0 0.0 -0.1
0.0 0.1 0.0
-0.1 -0.5 0.1
0.0 0.0 0.0
0.2 -0.7 0.3
-0.3 0.3 0.0
-0.1 -0.2 0.0
0.0 0.0 0.0
0.0 0.0 0.0
0.0 0.0 0.1
0.0 0.2 -0.1
0.0 0.1 0.0
0.0 0.0 0.0
0.0 0.0 0.0
0.1 -0.1 -0.1
0.0 0.0 0.0
0.1 0.0 -0.1
-0.4 0.0 0.0
-0.2 0.2 -0.1

The following is a DFT calculation (wB97M-V/def2-TZVPD) of a molecular structure, C26H38CeN6S4Sb in a non-equilibrium geometry.

Computed properties:
**Net charge**: -2
**2S+1**: 2
**HOMO-LUMO gap (alpha / beta)**: 5.85 / 5.86 eV
**Max |F|**: 1.1 eV/Å
**Molecular weight**: 824.8 g/mol
**LUMO level (alpha / beta)**: 4.122 / 4.122 eV
**Calculated total energy**: -3650.3904 a.u.

Last column: Mulliken spin population.
CARTESIAN COORDINATES (ANGSTROEM)
1 H -3.605100 1.205400 1.362600  0.00
2 C -1.712400 0.930100 5.337200  0.00
3 C -2.925300 3.137900 0.669100  0.00
4 Sb 0.098500 -0.136900 -3.738700  0.00
5 H 4.653300 2.212900 0.731800  0.00
6 H -0.445800 1.498800 6.948400  0.00
7 H -2.669900 3.686800 -1.385100  0.00
8 H 1.192600 2.866800 0.074700  0.00
9 S 0.163000 1.802300 -2.312300  0.00
10 H 0.559400 2.247200 1.462700  0.00
11 H 2.727200 1.037600 1.741600  0.00
12 C -5.176900 -3.115200 1.327700  0.00
13 C -1.180700 0.856700 2.851700  0.00
14 H -2.930000 0.729000 -2.762400  0.00
15 H -3.878300 3.652300 0.840400  0.00
16 C -5.453900 -2.919700 -1.119300  0.00
17 H -1.218900 -2.572900 2.711200  0.00
18 H 4.386700 1.703100 -1.651800  0.00
19 H 2.395400 -1.697700 -0.758900  0.00
20 C -3.625300 0.602200 -1.918100  0.00
21 H 2.709500 2.757500 2.137800  0.00
22 N -1.671000 -2.060200 0.709600  0.00
23 C -1.037100 -2.924000 1.680800  0.00
24 H -4.278400 -1.903300 -2.521200  0.00
25 S 2.264200 -0.413900 -4.497900  0.00
26 H -5.674700 -3.450900 2.235500  0.00
27 H -6.044300 -3.303200 -1.946600  0.00
28 S -1.504600 0.164300 -5.354500  0.00
29 H 2.215600 -1.676800 1.730500  0.00
30 C 3.580500 1.423400 -0.973300  0.00
31 C 0.116600 0.151800 2.953200  0.00
32 H -6.867900 -3.760700 0.223500  0.00
33 H 3.563800 3.355700 -0.063900  0.00
34 H 3.949600 -0.278000 0.345700  0.00
35 C -2.023000 0.774200 4.012200  0.00
36 C -4.000100 1.982400 -1.356500  0.00
37 H -3.060700 0.554600 3.790200  0.00
38 H 2.639300 1.625600 -1.491100  0.00
39 C -3.861900 -2.723100 1.481900  0.00
40 H 1.282900 -2.021400 3.212800  0.00
41 C -5.898900 -3.272400 0.156700  0.00
42 S -0.357600 -1.985800 -2.297400  -0.01
43 C 1.195900 -1.792900 2.134000  0.00
44 C -2.971900 -2.108200 0.568300  0.00
45 C -3.511100 -1.379600 -0.616400  0.00
46 H -4.743400 1.834600 -0.565900  0.00
47 N 0.401200 -0.608600 1.923800  -0.01
48 H 1.636300 1.078700 5.905400  0.00
49 H 1.993100 0.035000 3.881400  0.00
50 C -2.801700 2.768400 -0.806900  0.01
51 H -3.458100 -2.833400 2.484300  0.00
52 H 2.190300 -0.606200 -1.945300  0.00
53 C 0.480600 -2.965500 1.431300  0.01
54 H 0.898700 -3.910100 1.798300  0.00
55 H -4.547800 0.148600 -2.307800  0.00
56 H 0.629400 -2.904400 0.344000  0.00
57 N 2.334800 -0.690000 -0.927600  0.00
58 C 3.666100 2.316100 0.265500  0.00
59 H 4.406800 -0.537700 -1.345900  0.00
60 C 0.964400 0.317700 4.073300  0.00
61 C 2.588500 2.032600 1.312900  0.00
62 C -2.860800 1.961000 1.648200  0.00
63 C -0.465700 1.171400 5.913700  0.00
64 N -3.012300 -0.205600 -0.876500  0.00
65 H -1.443700 -3.945800 1.603300  0.00
66 C 3.645600 -0.083700 -0.690800  0.00
67 N -1.555200 1.329000 1.701500  0.00
68 N 1.251900 2.088200 0.731900  0.00
69 H -3.125600 2.358800 2.641800  0.00
70 H -4.474600 2.551900 -2.160300  0.00
71 Ce -0.433500 -0.056400 -0.364300  1.01
72 H -2.124400 3.836500 0.924300  0.00
73 H -2.555800 0.916000 6.025200  0.00
74 H -1.876400 2.176700 -0.930800  0.00
75 C -4.434600 -2.075000 -1.460800  0.00
76 C 0.746800 0.907000 5.301600  0.00

Cartesian forces, eV/Å:
0.0 0.0 0.1
-0.1 0.2 -0.2
0.1 -0.2 -0.1
0.3 0.1 -1.0
0.0 0.1 0.1
0.0 0.0 0.0
0.2 -0.1 0.0
-0.1 -0.2 0.1
-0.1 -0.1 -0.7
0.1 0.0 -0.2
0.0 -0.1 0.0
-0.2 -0.3 -0.3
-0.2 0.6 -0.4
-0.1 -0.1 0.1
0.0 0.1 0.0
0.0 0.3 -0.1
0.0 -0.1 0.0
0.0 0.0 -0.1
-0.1 0.3 -0.2
-0.1 0.3 -0.3
0.0 -0.2 -0.1
-0.4 0.1 -0.1
0.2 -0.1 0.1
0.0 0.0 0.1
0.0 0.0 0.2
0.0 0.0 0.0
0.0 0.0 -0.1
0.0 -0.1 0.2
-0.1 -0.1 0.1
0.1 0.0 0.2
0.3 -0.4 -0.2
0.1 0.0 0.0
0.1 0.1 0.1
0.0 0.0 0.0
-0.4 -0.3 0.4
0.3 -0.2 0.0
0.0 0.1 0.0
0.1 0.0 -0.1
0.2 0.2 0.4
0.0 0.1 -0.2
-0.4 -0.2 0.3
0.0 0.0 -0.5
0.3 -0.2 -0.1
0.6 -0.2 -0.1
0.2 0.8 0.1
-0.1 0.0 0.0
-0.1 0.1 0.6
0.0 0.0 0.0
0.0 -0.1 -0.1
0.1 -0.3 0.4
0.0 0.0 0.0
0.0 -0.2 0.1
-0.1 0.3 0.1
0.0 0.1 -0.1
0.2 0.0 0.0
0.1 -0.2 0.1
-0.1 -0.4 0.0
-0.2 -0.3 0.0
-0.1 0.0 0.1
0.4 0.1 -0.2
0.3 0.2 0.1
-0.3 0.4 0.1
0.3 0.2 0.4
-0.2 -0.5 0.3
-0.1 0.2 0.0
0.2 0.2 0.0
0.1 -0.2 0.4
-0.2 0.3 0.1
-0.1 -0.2 -0.2
-0.1 -0.1 0.0
0.3 0.1 0.7
0.0 0.1 0.1
0.0 0.0 -0.1
-0.5 0.5 -0.2
-0.2 -0.4 -0.4
-0.3 -0.1 0.3